C4H12N2O in the gas phase, computed with ωB97M-V/def2-TZVPD.

Element x y z (Å)
N -0.57 0.84 2.06
C -1.33 -0.34 1.56
C -1.45 -0.39 0.03
N -0.31 0.27 -0.66
C 0.96 -0.33 -0.44
C 2.01 0.14 -1.42
O 1.86 -0.52 -2.69
H -0.82 1.65 1.50
H -0.99 1.06 2.96
H -2.31 -0.31 2.04
H -0.90 -1.22 2.05
H -1.42 -1.44 -0.25
H -2.33 0.11 -0.36
H -0.64 1.22 -0.69
H 1.37 -0.17 0.58
H 0.89 -1.41 -0.50
H 1.97 1.20 -1.67
H 2.98 -0.16 -1.03
H 1.03 -0.19 -3.06

The value obtained for the LUMO energy is 0.94 eV. The value obtained for the energy above the lowest of the compared OMol25 structures with the same formula, charge and spin is 213.5 kJ/mol. The calculation puts the HOMO energy at -8.61 eV. The SMILES is NCCNCCO. As for the molar mass: 104.15 g mol⁻¹.

---

A molecular structure, C43H55ClIN11O3Ti, computed with ωB97M-V/def2-TZVPD.

Element x y z (Å)
Ti -0.31 -0.02 0.54
C 1.45 3.61 2.85
N 1.81 2.48 1.98
C 2.07 2.85 0.60
C 1.73 1.22 2.41
N 1.48 0.19 1.54
C 1.99 -1.08 1.94
C 3.19 -1.22 2.62
C 3.47 -2.38 3.33
C 2.51 -3.37 3.39
C 1.38 -3.28 2.58
C 1.19 -2.22 1.71
N 0.27 -2.13 0.62
C -0.04 -3.29 0.00
N 0.81 -4.36 0.04
C 0.33 -5.72 0.21
C 2.25 -4.26 -0.10
N -1.12 -3.47 -0.78
C -2.41 -2.82 -0.63
C -1.08 -4.37 -1.93
N 1.92 1.00 3.72
C 2.90 1.74 4.51
C 1.16 0.01 4.48
H 0.80 4.28 2.28
H 2.33 4.16 3.16
H 0.91 3.25 3.71
H 2.32 3.91 0.58
H 1.21 2.67 -0.04
H 2.93 2.30 0.21
H 3.87 -0.38 2.67
H 4.40 -2.48 3.87
H 2.64 -4.23 4.03
H 0.67 -4.09 2.59
H -0.75 -5.71 0.37
H 0.81 -6.16 1.08
H 0.55 -6.34 -0.66
H 2.58 -3.22 -0.13
H 2.56 -4.76 -1.02
H 2.76 -4.72 0.74
H -3.18 -3.59 -0.66
H -2.58 -2.14 -1.47
H -2.47 -2.29 0.31
H -0.06 -4.62 -2.19
H -1.54 -3.84 -2.77
H -1.66 -5.28 -1.74
H 3.52 2.35 3.86
H 3.53 1.01 5.02
H 2.42 2.37 5.26
H 0.42 -0.47 3.85
H 0.63 0.54 5.28
H 1.83 -0.73 4.91
C -1.80 -0.67 1.68
C -2.71 -1.08 2.39
C -3.77 -1.55 3.22
C -5.09 -1.23 2.92
C -6.12 -1.71 3.71
C -5.83 -2.51 4.81
C -4.51 -2.82 5.12
C -3.48 -2.35 4.33
H -5.31 -0.60 2.07
H -7.15 -1.47 3.47
H -6.63 -2.88 5.43
H -4.29 -3.44 5.98
H -2.45 -2.58 4.57
O 1.10 0.41 -1.11
C 2.30 0.43 -1.48
C 3.33 -0.55 -0.99
C 4.55 0.03 -0.26
C 5.60 0.67 -1.17
C 5.09 1.85 -1.98
C 4.00 1.47 -2.97
N 2.67 1.34 -2.37
H 3.69 -1.11 -1.86
H 2.81 -1.24 -0.33
H 5.01 -0.80 0.29
H 4.22 0.74 0.50
H 5.98 -0.10 -1.85
H 6.45 0.98 -0.56
H 5.92 2.28 -2.55
H 4.72 2.64 -1.33
H 4.25 0.53 -3.47
H 3.90 2.21 -3.76
H 1.96 2.02 -2.62
N 1.62 -2.49 -2.89
C 2.03 -3.14 -4.00
C 1.10 -2.89 -4.97
C 0.15 -2.07 -4.35
N 0.47 -1.82 -3.08
H 2.06 -2.43 -2.00
H 2.94 -3.73 -4.00
H 1.10 -3.26 -5.98
H -0.75 -1.66 -4.76
Cl -4.77 6.94 2.48
C -3.73 5.57 2.38
C -3.26 5.16 1.14
C -2.44 4.05 1.06
C -2.08 3.36 2.22
C -2.57 3.78 3.46
C -3.39 4.89 3.54
C -1.20 2.18 2.18
O -0.82 1.56 3.15
O -0.90 1.76 0.93
H -3.55 5.71 0.25
H -2.07 3.72 0.10
H -2.29 3.23 4.35
H -3.78 5.23 4.49
I -5.20 1.74 -2.75
C -3.30 1.08 -2.31
C -2.20 1.03 -3.15
N -1.18 0.54 -2.45
N -1.54 0.25 -1.19
C -2.84 0.58 -1.09
H -2.09 1.30 -4.19
H -0.24 0.31 -2.71
H -3.35 0.46 -0.16

As for the charge: +2. The value obtained for the LUMO energy is -5.80 eV. The value obtained for the energy above the lowest of the compared OMol25 structures with the same formula, charge and spin is 150.9 kJ/mol. The calculation puts the HOMO energy at -12.54 eV. As for the molar mass: 984.21 g mol⁻¹.

---

2 unconnected molecules or ions with the total composition HN4O3, computed with ωB97M-V/def2-TZVPD.

Element x y z (Å)
N 0.46 1.08 0.98
N -2.41 0.77 -0.19
N -0.25 0.08 0.87
N 1.32 1.31 -0.03
O 1.30 0.57 -1.07
O -2.12 1.85 -0.53
O 2.15 2.24 0.15
H -0.25 -0.26 -0.23

As for the charge: -1. The value obtained for the LUMO energy (alpha / beta) is 4.12 / 3.57 eV. The value obtained for the energy above the lowest of the compared OMol25 structures with the same formula, charge and spin is 151.4 kJ/mol. The calculation puts the HOMO energy (alpha / beta) at -2.53 / -4.56 eV. As for the molar mass: 105.03 g mol⁻¹.

---

9 unconnected molecules or ions with the total composition C27H63N9O9, computed with ωB97M-V/def2-TZVPD.

Element x y z (Å)
C -0.85 -0.07 -4.30
O 0.10 -0.80 -4.07
N -0.81 1.27 -4.30
C -1.97 2.09 -4.58
C 0.29 2.05 -3.74
H -1.79 -0.44 -4.68
H -2.44 2.38 -3.63
H -2.77 1.46 -5.05
H -1.69 2.92 -5.20
H 0.02 2.56 -2.81
H 1.04 1.26 -3.52
H 0.71 2.72 -4.47
C 5.17 1.88 -0.77
O 4.67 0.80 -0.63
N 4.59 2.92 -1.40
C 5.34 4.13 -1.54
C 3.34 2.84 -2.14
H 6.16 2.16 -0.28
H 6.29 4.03 -0.95
H 4.76 4.92 -1.09
H 5.48 4.41 -2.61
H 2.93 1.84 -1.98
H 2.71 3.62 -1.81
H 3.51 2.88 -3.22
C 2.49 0.48 2.64
O 1.33 0.14 2.38
N 2.89 0.96 3.83
C 4.27 1.54 4.03
C 1.96 1.20 4.88
H 3.33 0.50 1.84
H 4.14 2.61 4.04
H 4.87 1.23 3.20
H 4.67 1.25 4.98
H 1.99 2.20 5.37
H 0.93 1.00 4.61
H 2.25 0.48 5.67
C -3.78 -1.15 -2.25
O -3.58 -0.14 -2.89
N -4.87 -1.99 -2.36
C -5.12 -2.97 -1.28
C -5.81 -1.76 -3.46
H -3.04 -1.51 -1.48
H -5.89 -2.68 -0.56
H -4.15 -3.16 -0.77
H -5.51 -3.97 -1.58
H -6.75 -2.21 -3.17
H -5.96 -0.70 -3.59
H -5.55 -2.26 -4.47
C -1.19 -3.71 -1.49
O -2.05 -3.75 -0.64
N -0.15 -4.59 -1.48
C 0.89 -4.61 -2.56
C 0.00 -5.53 -0.48
H -1.21 -3.08 -2.42
H 0.80 -3.74 -3.24
H 0.87 -5.54 -3.11
H 1.90 -4.55 -2.13
H 0.07 -6.51 -0.95
H 0.92 -5.39 0.13
H -0.82 -5.61 0.21
C 3.56 4.82 1.41
O 4.27 4.00 1.97
N 2.21 4.85 1.58
C 1.35 5.80 0.91
C 1.70 3.86 2.51
H 3.97 5.70 0.83
H 1.93 6.57 0.40
H 0.63 6.27 1.63
H 0.77 5.22 0.14
H 1.86 2.80 2.16
H 2.24 3.99 3.46
H 0.62 3.89 2.65
C -5.44 0.60 0.61
O -6.63 0.62 0.61
N -4.69 -0.39 1.23
C -3.29 -0.36 1.25
C -5.38 -1.22 2.12
H -4.74 1.27 0.01
H -2.88 0.08 2.18
H -2.99 0.32 0.44
H -2.80 -1.31 1.01
H -5.02 -2.27 1.91
H -5.06 -0.94 3.18
H -6.46 -1.14 2.05
C 0.98 1.42 -0.40
O 0.25 2.37 -0.45
N 0.71 0.16 -0.79
C -0.69 -0.18 -0.99
C 1.71 -0.90 -0.76
H 1.98 1.51 0.01
H -1.04 -0.70 -0.07
H -0.90 -0.76 -1.88
H -1.21 0.77 -1.14
H 1.62 -1.32 -1.79
H 2.71 -0.48 -0.61
H 1.41 -1.68 -0.07
C -0.26 -4.69 3.55
O -1.28 -5.17 3.20
N 0.23 -3.44 3.28
C -0.59 -2.53 2.55
C 1.48 -3.00 3.96
H 0.52 -5.17 4.13
H -1.19 -3.03 1.78
H 0.03 -1.82 2.02
H -1.37 -2.08 3.21
H 1.20 -2.18 4.61
H 1.92 -3.80 4.52
H 2.13 -2.62 3.19

The value obtained for the LUMO energy is 0.57 eV. The value obtained for the energy above the lowest of the compared OMol25 structures with the same formula, charge and spin is 576.0 kJ/mol. The calculation puts the HOMO energy at -8.80 eV. The SMILES is CN(C)C=O.CN(C)C=O.CN(C)C=O.CN(C)C=O.CN(C)C=O.CN(C)C=O.CN(C)C=O.CN(C)C=O.CN(C)C=O. As for the molar mass: 657.86 g mol⁻¹.

---

A molecular structure, C24H27AsBr4N3O3RuS2, computed with ωB97M-V/def2-TZVPD.

Element x y z (Å)
Ru -1.05 -0.11 0.66
S -0.45 0.35 2.94
C -1.42 1.72 2.60
N -1.73 1.74 1.33
C -2.50 2.84 0.96
C -2.98 3.14 -0.30
C -3.73 4.30 -0.45
C -3.99 5.13 0.64
C -3.51 4.83 1.90
C -2.76 3.67 2.06
S -2.04 3.03 3.52
H -2.78 2.48 -1.14
H -4.12 4.56 -1.42
H -4.58 6.03 0.50
H -3.72 5.47 2.75
Br -4.22 -5.64 -1.94
C -3.73 -4.20 -0.84
C -4.40 -3.98 0.39
Br -5.77 -5.14 0.93
C -4.04 -2.92 1.21
Br -4.83 -2.58 2.87
C -3.02 -2.05 0.79
O -2.57 -1.05 1.51
C -2.39 -2.26 -0.44
O -1.42 -1.39 -0.73
C -2.72 -3.35 -1.25
Br -1.76 -3.57 -2.85
C 2.92 0.39 1.33
C 2.38 -0.91 1.91
As 0.85 -1.58 0.93
C 1.57 -2.10 -0.81
C 2.77 -3.03 -0.76
C 0.23 -3.18 1.84
C 1.33 -3.98 2.54
H 3.75 0.76 1.94
H 2.15 1.16 1.32
H 3.30 0.25 0.31
H 2.09 -0.78 2.95
H 3.13 -1.71 1.88
H 1.80 -1.16 -1.32
H 0.73 -2.55 -1.35
H 3.58 -2.64 -0.13
H 3.18 -3.16 -1.76
H 2.50 -4.02 -0.39
H -0.28 -3.77 1.07
H -0.53 -2.85 2.55
H 2.08 -4.35 1.84
H 0.88 -4.85 3.03
H 1.83 -3.39 3.30
N 0.15 0.97 -0.63
C 0.75 1.55 -1.42
N 1.41 2.25 -2.31
C 2.00 1.57 -3.48
C 3.49 1.40 -3.24
O 4.09 2.64 -2.95
C 3.58 3.21 -1.76
C 2.09 3.49 -1.91
H 1.82 2.20 -4.35
H 1.50 0.62 -3.63
H 3.98 1.01 -4.14
H 3.66 0.69 -2.42
H 4.12 4.14 -1.59
H 3.75 2.54 -0.91
H 1.92 4.23 -2.70
H 1.65 3.86 -0.98

As for the charge: +1. The value obtained for the LUMO energy (alpha / beta) is -4.08 / -4.60 eV. The value obtained for the energy above the lowest of the compared OMol25 structures with the same formula, charge and spin is 39.4 kJ/mol. The calculation puts the HOMO energy (alpha / beta) at -10.64 / -10.58 eV. As for the molar mass: 965.24 g mol⁻¹.

---

2 unconnected molecules or ions with the total composition C4H7Cl2NO2, computed with ωB97M-V/def2-TZVPD.

Element x y z (Å)
C 2.24 -0.25 -0.04
C 1.35 0.95 0.13
C 0.35 1.05 1.01
C -2.24 0.19 -0.16
N -1.80 -1.01 -0.37
O -1.16 -1.22 -1.53
O -1.64 -1.90 0.44
Cl -3.31 0.49 1.15
Cl -2.06 1.44 -1.28
H 2.05 -1.02 0.82
H 3.26 0.05 -0.02
H 1.87 -0.80 -1.06
H -0.41 -1.88 -1.56
H 1.85 1.88 -0.22
H -0.09 0.19 1.40
H -0.26 1.84 1.30

The value obtained for the LUMO energy is 0.47 eV. The value obtained for the energy above the lowest of the compared OMol25 structures with the same formula, charge and spin is 553.3 kJ/mol. The calculation puts the HOMO energy at -8.93 eV. The SMILES is [O-][N+](O)=C(Cl)Cl.C=CC. As for the molar mass: 172.01 g mol⁻¹.

---

C5H12NPS in the gas phase, computed with ωB97M-V/def2-TZVPD.

Element x y z (Å)
N 2.53 -1.46 -0.33
C 2.22 -0.49 0.41
C 2.00 0.88 -0.12
P 0.50 1.67 0.64
C -0.86 1.26 -0.54
C -2.03 0.52 0.08
C -1.75 -0.95 0.33
S -1.63 -1.94 -1.18
H 2.62 -2.29 0.25
H 2.07 -0.63 1.48
H 1.87 0.84 -1.19
H 2.88 1.47 0.08
H 0.28 0.83 1.76
H -0.49 0.67 -1.37
H -1.20 2.19 -0.96
H -2.84 0.57 -0.63
H -2.39 0.99 0.99
H -0.85 -1.06 0.92
H -2.59 -1.35 0.88
H -0.36 -1.70 -1.52

The value obtained for the LUMO energy is 0.94 eV. The value obtained for the energy above the lowest of the compared OMol25 structures with the same formula, charge and spin is 0.0 kJ/mol. The calculation puts the HOMO energy at -8.74 eV. The SMILES is [H]/N=C/CPCCCS. As for the molar mass: 149.20 g mol⁻¹.

---

A molecular structure, C4H6O2, computed with ωB97M-V/def2-TZVPD.

Element x y z (Å)
O 1.33 -0.44 -1.40
C 0.31 -0.34 -0.57
C 0.70 0.72 0.72
C -0.04 -0.63 0.83
O -1.43 -0.44 0.61
C -1.18 -0.16 -0.79
H 1.35 0.57 -0.56
H 1.69 0.62 1.19
H 0.14 1.62 0.96
H 0.27 -1.37 1.56
H -1.56 0.82 -1.12
H -1.58 -0.96 -1.42

The value obtained for the LUMO energy is 0.94 eV. The value obtained for the energy above the lowest of the compared OMol25 structures with the same formula, charge and spin is 548.3 kJ/mol. The calculation puts the HOMO energy at -9.14 eV. As for the molar mass: 86.09 g mol⁻¹.

---

Question: Which formula does entry 6 have?
Answer: C4H7Cl2NO2

---

Question: What is the molar mass in the first record?
Answer: 104.15 g mol⁻¹

---

What did the third record say?
2 unconnected molecules or ions with the total composition HN4O3, computed with ωB97M-V/def2-TZVPD.

Element x y z (Å)
N 0.46 1.08 0.98
N -2.41 0.77 -0.19
N -0.25 0.08 0.87
N 1.32 1.31 -0.03
O 1.30 0.57 -1.07
O -2.12 1.85 -0.53
O 2.15 2.24 0.15
H -0.25 -0.26 -0.23

As for the charge: -1. The value obtained for the LUMO energy (alpha / beta) is 4.12 / 3.57 eV. The value obtained for the energy above the lowest of the compared OMol25 structures with the same formula, charge and spin is 151.4 kJ/mol. The calculation puts the HOMO energy (alpha / beta) at -2.53 / -4.56 eV. As for the molar mass: 105.03 g mol⁻¹.